Record 1
Computed, not measured: the molecule C3H7N3S in a non-equilibrium geometry, with the ωB97M-V functional and the def2-TZVPD basis.

Geometry as XYZ:
```
14
Properties=species:S:1:pos:R:3:forces:R:3
C 0.1492 -0.4509 -1.6063 -2.184 -0.816 -0.100
C 1.3064 -0.5187 -0.9744 -1.076 0.532 -0.775
C -1.0483 -0.2271 -0.6495 -0.722 0.086 -2.647
N 1.8419 1.5454 0.4731 -0.155 0.414 -0.821
N -0.4899 0.1048 0.5980 -0.156 1.890 1.006
N -1.1784 -0.0156 1.8119 2.345 -2.274 -0.353
S 1.2024 0.1527 0.6692 1.229 -0.110 0.935
H -0.0934 -0.6215 -2.7063 0.681 0.175 1.636
H 2.1878 -0.6977 -1.5499 0.918 0.085 0.543
H -1.7381 0.5419 -1.2352 0.885 -1.346 1.748
H -1.5369 -1.1937 -0.4159 -0.481 0.384 -1.034
H 2.4353 1.8616 1.2279 -0.261 -0.414 0.462
H -1.0868 -0.9491 2.1808 -0.292 -0.019 0.077
H -1.9512 0.4678 2.1765 -0.731 1.412 -0.676
```
Positions in Å, forces in eV/Å.

Summary:
**Total energy**: -680.8079 hartree
**Orbital gap**: 9.21 eV
**2S+1**: 1
**Energy relative to the best compared isomer or geometry (same formula, charge and spin)**: 457.67 kJ/mol
**HOMO energy**: -8.4 eV
**Lowest unoccupied orbital energy**: 0.82 eV

Record 2
Computed, not measured: the molecule C3H7N3S in a non-equilibrium geometry, with the ωB97M-V functional and the def2-TZVPD basis.

Geometry as XYZ:
```
14
Properties=species:S:1:pos:R:3:forces:R:3
H 0.5903 1.7835 0.7767 3.659 0.052 -0.798
N 1.7477 1.6209 0.6250 -4.589 -3.291 1.586
C 1.8566 0.3596 1.0143 4.366 2.045 -0.181
N 0.9923 -0.5782 1.5305 -0.132 -1.231 -0.044
C -0.3812 -0.4249 1.3004 -0.773 1.546 3.210
N -1.0581 -0.0373 0.3128 1.928 -0.839 -2.551
S -0.1399 -0.1065 -1.3283 -1.195 0.359 3.652
C -1.5871 -0.2899 -2.2793 -0.337 2.923 -0.054
H 2.9611 -0.0430 1.0713 -2.036 0.780 -0.246
H 1.3502 -1.2518 2.2825 -0.883 1.577 -1.775
H -0.9089 -0.2530 2.2755 -0.054 -0.898 -0.649
H -2.0217 -1.2215 -2.2901 -0.575 -2.287 -0.198
H -0.9785 -0.0244 -3.1140 -0.707 -0.252 -2.153
H -2.4229 0.4665 -2.1773 1.328 -0.483 0.200
```
Positions in Å, forces in eV/Å.

Summary:
**Total energy**: -680.8581 hartree
**Orbital gap**: 9.56 eV
**2S+1**: 1
**Energy relative to the best compared isomer or geometry (same formula, charge and spin)**: 325.95 kJ/mol
**SMILES**: [H]/N=C\N/C=N\SC
**HOMO energy**: -8.9 eV
**Lowest unoccupied orbital energy**: 0.69 eV

Record 3
Computed, not measured: the molecule C3H7N3S in a non-equilibrium geometry, with the ωB97M-V functional and the def2-TZVPD basis.

Geometry as XYZ:
```
14
Properties=species:S:1:pos:R:3:forces:R:3
C -2.3941 -0.9182 0.0225 0.178 0.585 -0.035
C -1.4728 0.2313 -0.2653 -0.414 0.236 -0.491
N -0.3263 0.3086 0.2724 -0.348 -0.040 -0.042
N 0.3523 1.4770 -0.0729 1.106 -0.026 -0.035
C 1.6336 1.3811 -0.0725 -0.390 0.388 -0.064
N 2.4771 0.3069 0.1202 0.931 -0.117 0.082
S 2.1707 -1.3374 -0.2050 0.028 0.150 0.029
H -3.3392 -0.5650 0.4270 -0.120 0.152 0.087
H -2.6389 -1.4566 -0.8832 0.030 -0.182 -0.313
H -1.9409 -1.5841 0.7349 0.199 -0.322 0.256
H -1.8118 1.0187 -0.9857 0.280 -0.535 0.590
H 2.1927 2.3112 -0.2317 -0.279 -0.230 0.047
H 3.4858 0.5344 0.1763 -1.266 -0.194 -0.050
H 1.6117 -1.7079 0.9630 0.066 0.136 -0.059
```
Positions in Å, forces in eV/Å.

Summary:
**Total energy**: -680.8965 hartree
**Orbital gap**: 9.39 eV
**2S+1**: 1
**Energy relative to the best compared isomer or geometry (same formula, charge and spin)**: 225.12 kJ/mol
**SMILES**: C/C=N/N=C\NS
**HOMO energy**: -8.6 eV
**Lowest unoccupied orbital energy**: 0.75 eV

Record 4
Computed, not measured: the molecule C3H7N3S2 in a non-equilibrium geometry, with the ωB97M-V functional and the def2-TZVPD basis.

Geometry as XYZ:
```
15
Properties=species:S:1:pos:R:3:forces:R:3
H 0.8240 1.6936 -0.3063 0.661 -0.272 0.055
N 1.8432 1.6511 -0.1553 -0.051 0.493 0.077
C 2.2737 0.4878 -0.0105 0.267 -1.375 -0.020
N 3.6202 0.0931 0.1523 -0.630 1.802 -0.337
S 1.2584 -1.0279 -0.0920 -0.213 0.737 -0.068
N -0.2579 -0.2250 -0.1485 -0.153 -1.084 0.417
C -1.2908 -0.9683 0.0105 0.923 -0.057 -0.297
S -2.8762 -0.3302 0.0494 -1.117 0.080 0.123
C -2.6603 1.4694 0.0725 -1.180 -0.521 0.551
H 4.2121 0.8712 0.4516 -0.293 -0.295 -0.277
H 3.7507 -0.6961 0.7384 -0.012 -0.724 0.458
H -1.3051 -2.0866 0.1082 0.209 0.933 -0.038
H -2.0253 1.7128 0.9068 0.384 0.256 0.134
H -3.6851 1.8859 0.2794 1.040 -0.403 -0.437
H -2.2608 1.7806 -0.8716 0.165 0.430 -0.339
```
Positions in Å, forces in eV/Å.

Summary:
**Total energy**: -1079.1300 hartree
**Orbital gap**: 9.11 eV
**2S+1**: 1
**Energy relative to the best compared isomer or geometry (same formula, charge and spin)**: 96.94 kJ/mol
**SMILES**: [H]/N=C(/N)S/N=C/SC
**HOMO energy**: -8.4 eV
**Lowest unoccupied orbital energy**: 0.71 eV

Record 5
Computed, not measured: the molecule C3H7N3S2 in a non-equilibrium geometry, with the ωB97M-V functional and the def2-TZVPD basis.

Geometry as XYZ:
```
15
Properties=species:S:1:pos:R:3:forces:R:3
H -1.7449 2.2221 -0.4455 0.166 -0.069 0.000
N -0.7260 2.1992 -0.5115 -0.109 -0.166 0.034
C -0.2583 1.0176 -0.4627 0.159 0.285 -0.125
S 1.4817 0.9234 -0.8264 -0.059 -0.296 0.263
N 1.9421 -0.3806 0.1803 0.762 0.191 -0.322
C 3.1930 -0.6391 0.2420 -0.768 1.231 -0.782
N -0.9299 -0.1479 -0.1384 -0.370 0.014 0.224
C -2.2390 -0.0015 0.5143 0.044 0.161 -0.767
S -0.6816 -1.5984 -0.9930 0.204 0.032 0.114
H 3.4629 -1.4556 0.8577 0.468 -0.753 0.569
H 3.9844 -0.0585 -0.2844 -0.504 -0.415 0.305
H -3.0320 0.2622 -0.2116 0.238 -0.091 0.280
H -2.4791 -0.9533 0.9557 -0.155 -0.239 0.218
H -2.1920 0.7693 1.2778 0.087 0.054 0.097
H 0.2187 -2.1588 -0.1543 -0.161 0.062 -0.109
```
Positions in Å, forces in eV/Å.

Summary:
**Total energy**: -1079.0844 hartree
**Orbital gap**: 9.39 eV
**2S+1**: 1
**Energy relative to the best compared isomer or geometry (same formula, charge and spin)**: 216.55 kJ/mol
**SMILES**: [H]/N=C(/SN=C)N(C)S
**HOMO energy**: -8.8 eV
**Lowest unoccupied orbital energy**: 0.64 eV

Record 6
Computed, not measured: the ion C3H7N4O3 with charge +1 in a non-equilibrium geometry, with the ωB97M-V functional and the def2-TZVPD basis.

Geometry as XYZ:
```
17
Properties=species:S:1:pos:R:3:forces:R:3
N -1.9794 1.5093 -0.4540 -2.688 1.052 -0.290
C -1.0589 0.6402 -0.1014 -1.830 -1.589 -0.946
N -1.4143 -0.6399 -0.4273 2.233 -2.257 2.317
C -0.5385 -1.7593 0.0485 0.689 3.391 3.280
O 0.8505 -1.3802 -0.1977 0.121 0.315 -0.675
C 1.3147 -0.3660 0.4823 -0.140 2.058 2.791
N 2.6250 0.3158 -0.0543 0.123 -0.385 -0.427
O 3.5708 -0.4182 -0.2609 -1.386 0.454 0.211
O 2.6062 1.5236 -0.0819 -0.084 -0.285 -0.032
N 0.0139 0.9278 0.5270 3.863 -2.021 0.464
H -1.8458 2.4077 -0.8031 1.293 1.753 -0.231
H -2.9950 1.4054 -0.3612 0.799 -1.093 0.007
H -1.8230 -0.8403 -1.3119 -0.476 0.423 -0.571
H -0.6042 -2.0966 1.1619 -0.364 1.147 -1.820
H -0.6093 -2.5739 -0.5278 -0.900 -2.897 -2.227
H 1.6525 -0.5513 1.5955 -1.343 0.435 -1.824
H 0.2346 1.8961 0.7663 0.090 -0.500 -0.025
```
Positions in Å, forces in eV/Å.

Summary:
**Total energy**: -562.8564 hartree
**Orbital gap**: 11.39 eV
**2S+1**: 1
**Energy relative to the best compared isomer or geometry (same formula, charge and spin)**: 355.94 kJ/mol
**SMILES**: [NH2+]=C1NCO[C@@H]([N+](=O)[O-])N1
**Charge**: +1
**HOMO energy**: -15.2 eV
**Lowest unoccupied orbital energy**: -3.77 eV

Record 7
Computed, not measured: the ion C3H7N4S with charge +1 in a non-equilibrium geometry, with the ωB97M-V functional and the def2-TZVPD basis.

Geometry as XYZ:
```
15
Properties=species:S:1:pos:R:3:forces:R:3
C 0.6359 0.7310 0.7009 2.402 0.294 -0.343
C -0.3075 0.4433 -0.4532 -0.807 0.902 3.557
N 0.2015 -0.7390 -1.2360 -1.021 2.938 -0.540
N -0.4718 1.7237 -1.1138 2.201 -1.066 -3.213
N -1.5773 2.1860 -0.9132 -0.382 2.146 -0.141
N -2.3280 1.4753 -0.0251 -0.051 -1.271 0.743
C -1.6350 0.4206 0.2634 -2.063 -0.354 -0.208
S -2.2356 -0.7118 1.3815 0.577 -1.189 0.509
H 1.6888 0.9080 0.4547 -0.205 0.383 -0.993
H 0.7875 -0.0465 1.3720 -0.540 -2.237 1.141
H 0.4226 1.5240 1.3757 -0.978 1.080 -0.052
H 0.5643 -0.2593 -2.0672 0.811 -0.609 -0.200
H -0.4919 -1.3832 -1.5310 -1.320 -0.708 -0.459
H 0.8372 -1.2367 -0.6666 1.549 -0.594 0.446
H -3.0681 0.0901 2.0523 -0.174 0.285 -0.248
```
Positions in Å, forces in eV/Å.

Summary:
**Total energy**: -735.3482 hartree
**Orbital gap**: 8.89 eV
**2S+1**: 1
**Energy relative to the best compared isomer or geometry (same formula, charge and spin)**: 271.94 kJ/mol
**SMILES**: C[C@]1([NH3+])N=NN=C1S
**Charge**: +1
**HOMO energy**: -13.9 eV
**Lowest unoccupied orbital energy**: -5.00 eV

Record 8
Computed, not measured: a cluster of 2 separate species, C3H7N4S in total in a non-equilibrium geometry, with the ωB97M-V functional and the def2-TZVPD basis.

Geometry as XYZ:
```
15
Properties=species:S:1:pos:R:3:forces:R:3
C -0.5100 2.2302 0.0190 0.473 0.893 -0.824
C -0.2793 -1.4391 0.2750 -0.525 0.896 -1.391
C 0.1415 2.3029 -1.3630 -2.511 -2.754 1.826
N -1.1169 1.1505 0.2803 -0.729 0.148 1.588
N -1.1879 0.2449 -0.7465 -0.049 -2.110 1.569
N -0.4452 -1.6309 1.5547 -0.105 -0.101 -0.290
N 0.3329 -2.3267 -0.4797 0.254 1.112 0.021
S -0.3995 0.6889 -2.1019 0.839 1.531 -0.410
H -0.4123 3.1518 0.6992 -0.382 -1.869 -0.766
H -0.3795 3.0626 -1.8275 -0.215 1.892 -1.664
H 1.1269 2.3506 -1.1095 3.086 0.744 -0.440
H -1.2451 -1.2919 2.0336 -0.541 1.078 0.231
H -0.0507 -2.4171 2.0259 0.458 -0.772 0.170
H 0.7671 -2.1303 -1.3666 -0.458 0.617 -0.345
H 0.8108 -3.0700 -0.0423 0.405 -1.306 0.727
```
Positions in Å, forces in eV/Å.

Summary:
**Total energy**: -735.3336 hartree
**Orbital gap (alpha / beta)**: 7.52 / 7.77 eV
**2S+1**: 1
**Energy relative to the best compared isomer or geometry (same formula, charge and spin)**: 310.11 kJ/mol
**Charge**: +1
**HOMO energy (alpha / beta)**: -12.6 / -12.9 eV
**Lowest unoccupied orbital energy (alpha / beta)**: -5.07 / -5.10 eV

Record 9
Computed, not measured: the ion C3H7N4S with charge +1 in a non-equilibrium geometry, with the ωB97M-V functional and the def2-TZVPD basis.

Geometry as XYZ:
```
15
Properties=species:S:1:pos:R:3:forces:R:3
N 2.5807 1.7175 0.5054 -0.604 -0.536 -1.866
C 2.0095 0.9755 -0.2467 2.438 2.444 2.776
N 1.3461 0.0306 -0.6923 -0.624 -1.677 -0.771
C 1.1710 -1.3226 0.0431 4.571 -0.842 1.343
N -0.0888 -1.6735 0.2490 -2.429 -0.387 0.579
C -1.1750 -1.0398 0.1646 -1.458 -0.955 -0.009
S -1.4570 0.6392 -0.3357 -1.058 0.188 0.522
N -3.1787 0.7869 -0.0080 -0.039 1.369 0.625
H 3.4841 2.2258 0.5866 -0.970 -0.796 -0.163
H 0.8597 -0.0195 -1.5613 -0.187 0.809 -0.864
H 1.7867 -1.1464 1.0649 -1.329 -0.675 -2.232
H 1.6725 -2.1633 -0.5996 -0.459 1.889 1.067
H -2.0923 -1.6621 0.3970 0.732 1.175 -0.210
H -3.3173 1.0597 1.0063 0.360 -0.366 -1.561
H -3.6012 1.5920 -0.5735 1.056 -1.640 0.763
```
Positions in Å, forces in eV/Å.

Summary:
**Total energy**: -735.3700 hartree
**Orbital gap**: 8.29 eV
**2S+1**: 1
**Energy relative to the best compared isomer or geometry (same formula, charge and spin)**: 214.67 kJ/mol
**SMILES**: [NH+]#CNC/N=C\SN
**Charge**: +1
**HOMO energy**: -12.8 eV
**Lowest unoccupied orbital energy**: -4.50 eV

Record 10
Computed, not measured: a structure of composition C3H7N5 in a non-equilibrium geometry, with the ωB97M-V functional and the def2-TZVPD basis.

Geometry as XYZ:
```
15
Properties=species:S:1:pos:R:3:forces:R:3
C -0.3649 0.4210 -1.2285 0.498 0.765 -1.051
C 0.5180 -0.7578 0.1232 -0.284 -0.339 0.322
C -0.0882 1.4479 -0.2462 -0.361 -0.284 0.048
N 0.8476 0.6498 0.6754 -0.224 -0.476 -0.424
N -0.8603 -1.0147 0.4208 -0.085 -0.870 1.232
N -1.2409 -2.1924 0.2174 0.672 0.475 0.283
N 1.5478 -1.5234 0.0561 -0.342 0.629 -0.059
N -0.6210 2.5471 0.0340 0.020 -0.141 0.056
H 0.6577 0.7263 1.6762 0.022 -0.007 -0.143
H 1.8433 0.8038 0.4927 -0.150 -0.070 0.042
H -2.1991 -2.2718 0.5819 0.047 0.305 -0.416
H 1.2839 -2.4948 -0.0777 -0.179 0.039 -0.116
H -0.4066 2.9168 0.9554 0.175 0.020 0.010
H -1.3320 0.4979 -1.7167 -0.045 -0.068 0.182
H 0.4146 0.2442 -1.9641 0.237 0.022 0.033
```
Positions in Å, forces in eV/Å.

Summary:
**Total energy**: -392.1142 hartree
**Orbital gap**: 8.07 eV
**2S+1**: 1
**Energy relative to the best compared isomer or geometry (same formula, charge and spin)**: 485.44 kJ/mol
**HOMO energy**: -7.7 eV
**Lowest unoccupied orbital energy**: 0.36 eV

Record 11
Computed, not measured: a structure of composition C3H7N5 in a non-equilibrium geometry, with the ωB97M-V functional and the def2-TZVPD basis.

Geometry as XYZ:
```
15
Properties=species:S:1:pos:R:3:forces:R:3
C -0.3641 0.5476 -1.0371 -1.361 1.819 0.337
C 0.4765 -0.4126 -0.3901 0.331 -0.487 3.805
N -0.5581 1.7744 0.8561 0.338 -1.385 2.051
N -0.7153 0.3330 -2.3699 -0.201 -0.022 -0.629
C 0.5395 -1.3402 2.0540 0.912 -0.714 -0.778
N -0.8357 1.6118 -0.4398 0.322 -1.743 -1.711
N -0.2886 -0.8621 1.2455 0.313 -0.240 -2.877
N 1.5886 -0.9228 -0.5727 -0.070 -0.072 0.324
H -1.2201 2.4288 1.2605 0.161 -0.262 -0.031
H -0.4899 0.8097 1.3826 -0.329 2.518 -0.892
H -1.7017 0.4784 -2.5448 0.195 0.092 -0.016
H -0.3983 -0.5264 -2.7924 0.029 0.015 0.237
H 2.1346 -0.6082 -1.3724 -0.372 -0.062 -0.221
H 1.6283 -1.2644 1.9044 -0.100 -0.123 -0.102
H 0.2042 -2.0470 2.8162 -0.169 0.667 0.502
```
Positions in Å, forces in eV/Å.

Summary:
**Total energy**: -392.1578 hartree
**Orbital gap (alpha / beta)**: 8.18 / 8.18 eV
**2S+1**: 1
**Energy relative to the best compared isomer or geometry (same formula, charge and spin)**: 370.94 kJ/mol
**HOMO energy (alpha / beta)**: -7.8 / -7.8 eV
**Lowest unoccupied orbital energy (alpha / beta)**: 0.36 / 0.36 eV

Record 12
Computed, not measured: a structure of composition C3H7N5 in a non-equilibrium geometry, with the ωB97M-V functional and the def2-TZVPD basis.

Geometry as XYZ:
```
15
Properties=species:S:1:pos:R:3:forces:R:3
C -0.1280 -0.4223 -0.0127 -3.019 -7.594 0.386
C 0.9676 -1.4465 -0.0901 2.615 4.439 -0.995
C 2.0579 -0.5013 -0.0355 -3.239 -4.519 0.158
H -2.4590 -0.3197 1.3914 0.120 1.640 -3.899
H -3.2467 -0.6788 -0.1479 2.450 2.639 1.148
H 0.8993 -2.5077 -0.4599 0.148 1.631 0.653
H 3.0698 -0.7345 -0.0032 1.705 -0.188 -0.124
H 2.2235 1.2875 0.8798 -0.386 0.046 -0.116
H 0.4570 1.6258 -1.3470 -4.196 1.001 2.771
H -1.6328 1.3867 -0.5564 4.508 0.484 1.003
N -2.3495 -0.0381 0.2054 -4.651 -3.901 3.168
N -1.3405 -0.9607 -0.1358 2.980 1.562 -0.491
N 1.6726 0.7672 0.2012 -0.701 1.692 0.464
N 0.2518 0.7698 0.4505 0.326 0.967 0.108
N -0.4430 1.7728 -0.3397 1.340 0.100 -4.233
```
Positions in Å, forces in eV/Å.

Summary:
**Total energy**: -392.0174 hartree
**Orbital gap**: 8.54 eV
**2S+1**: 1
**Energy relative to the best compared isomer or geometry (same formula, charge and spin)**: 739.42 kJ/mol
**HOMO energy**: -7.7 eV
**Lowest unoccupied orbital energy**: 0.82 eV